1.
A 2-piece molecular cluster, H4OS2 overall at a distorted geometry, computed with ωB97M-V/def2-TZVPD.

The HOMO energy comes out at -9.91 eV. The calculation puts the total energy at -23782.62823 eV. The SMILES is SS.O. The spin multiplicity is 1. The orbital gap comes out at 10.159 eV.

CARTESIAN COORDINATES (ANGSTROEM)
S 0.875 -1.919 2.026
S 1.284 -0.539 0.592
H -0.175 -1.315 2.620
H 2.168 0.140 1.352
O -1.732 1.409 -2.223
H -0.927 1.527 -2.778
H -1.493 0.696 -1.589

---

2.
A 2-piece molecular cluster, C5H14NS overall at a distorted geometry, computed with ωB97M-V/def2-TZVPD.

The HOMO energy comes out at -13.21 eV. The calculation puts the total energy at -17729.85583 eV. The spin multiplicity is 1. The orbital gap comes out at 9.995 eV. The charge is +1.

CARTESIAN COORDINATES (ANGSTROEM)
C 1.591 -2.975 1.319
C 1.102 -1.543 1.351
C -0.108 -1.132 1.743
N -0.344 0.293 1.813
H 2.483 -3.140 0.714
H 1.737 -3.303 2.388
H 0.832 -3.632 0.862
H 1.808 -0.761 1.022
H -0.936 -1.768 2.022
H 0.517 0.866 2.049
H -0.600 0.629 0.811
H -1.071 0.649 2.465
C -0.032 1.118 -2.646
C -1.165 2.046 -2.172
S -1.111 2.337 -0.322
H -0.103 0.116 -2.126
H 0.920 1.455 -2.324
H -0.005 1.071 -3.714
H -1.111 3.044 -2.714
H -2.152 1.607 -2.349
H -2.251 3.025 -0.191